Record 1
Formula: C23H42N2O3OsS4Si2Te
Source: the OMol25 dataset
Level of theory: ωB97M-V/def2-TZVPD

- ΔE to the lowest compared entry with this formula, charge and spin: 23.6 kcal per mole
- Frontier orbital gap (spin up / spin down): 8.09 / 5.07 eV

```
! wB97M-V def2-TZVPD RIJCOSX def2/J DEFGRID3
* xyz 2 5
Os 1.211 -0.491 0.589
O 6.285 -5.065 -0.062
C 5.407 -4.292 0.079
S 3.686 -4.764 0.270
C 3.080 -3.151 0.384
C 4.000 -2.106 0.317
S 3.520 -0.457 0.410
S 5.658 -2.504 0.125
S 1.416 -2.864 0.591
C -3.186 1.301 -1.086
C -1.784 1.805 -0.821
O -0.771 0.982 -1.449
H -3.900 1.883 -0.504
H -3.300 0.252 -0.814
H -3.445 1.410 -2.140
H -1.553 1.792 0.248
H -1.678 2.832 -1.184
H -1.109 0.746 -2.323
C -5.775 -5.502 -1.112
C -4.637 -4.672 -1.695
N -3.732 -4.139 -0.672
C -2.959 -5.098 0.118
C -3.541 -5.458 1.487
C -3.485 -2.816 -0.662
O -3.901 -2.004 -1.474
C -2.658 -2.244 0.466
C -3.184 -2.103 1.749
C -2.473 -1.363 2.683
C -1.276 -0.786 2.317
N -0.782 -0.884 1.069
C -1.477 -1.598 0.163
H -6.484 -5.728 -1.907
H -6.304 -4.949 -0.336
H -5.424 -6.449 -0.701
H -5.031 -3.820 -2.240
H -4.057 -5.284 -2.390
H -1.947 -4.708 0.251
H -2.888 -6.006 -0.482
H -3.356 -4.675 2.221
H -3.064 -6.370 1.844
H -4.612 -5.637 1.426
H -4.145 -2.535 1.993
H -2.852 -1.220 3.685
H -0.702 -0.218 3.036
H -1.083 -1.634 -0.845
C 0.934 3.330 -3.697
Si 2.658 3.490 -2.952
C 4.089 3.481 -4.164
C 2.713 4.945 -1.750
C 2.816 1.856 -1.901
Te 1.563 2.015 -0.208
C 3.035 2.767 1.133
Si 2.150 3.287 2.757
C 1.350 1.705 3.458
C 0.790 4.498 2.262
C 3.416 3.980 3.949
H 0.709 4.155 -4.375
H 0.179 3.337 -2.907
H 0.829 2.405 -4.268
H 3.969 4.289 -4.889
H 4.147 2.546 -4.722
H 5.044 3.632 -3.661
H 2.427 5.872 -2.249
H 3.714 5.100 -1.344
H 2.019 4.797 -0.919
H 3.834 1.700 -1.547
H 2.491 1.012 -2.508
H 3.520 3.624 0.668
H 3.782 1.991 1.301
H 1.417 0.875 2.733
H 0.301 1.871 3.708
H 1.853 1.372 4.367
H 0.094 4.062 1.543
H 1.208 5.402 1.814
H 0.211 4.816 3.131
H 4.156 3.230 4.231
H 2.921 4.321 4.860
H 3.951 4.831 3.525
*
```

***

Record 2
Formula: C23H42NO9
Source: the OMol25 dataset
Level of theory: ωB97M-V/def2-TZVPD

- ΔE to the lowest compared entry with this formula, charge and spin: 296.9 kcal per mole
- Frontier orbital gap: 6.92 eV

```
! wB97M-V def2-TZVPD RIJCOSX def2/J DEFGRID3
* xyz 1 1
C 1.718 38.743 25.772
N 2.482 39.189 26.878
C 1.574 39.040 28.062
C 3.607 38.248 27.040
C 2.864 40.616 26.538
C 3.584 41.236 27.765
O 4.055 42.491 27.171
H 1.470 37.801 26.022
H 2.138 38.906 24.848
H 0.524 39.108 25.739
H 1.927 39.402 28.988
H 1.188 38.079 28.273
H 0.742 39.694 28.215
H 3.401 37.220 27.362
H 3.866 38.588 27.983
H 4.349 38.341 26.408
H 1.969 41.173 26.241
H 3.551 40.681 25.678
H 4.382 40.508 28.104
H 2.839 41.446 28.426
H 4.879 42.442 26.877
C 0.952 43.415 22.480
C 2.459 43.141 22.689
C 3.367 44.129 22.190
O 4.593 44.144 22.468
C 2.899 45.232 21.473
C 1.405 45.526 21.178
C 0.449 44.540 21.682
O -0.715 44.717 21.581
O 1.005 46.485 20.354
O 2.776 42.055 23.276
H 0.277 42.881 22.804
H 3.659 45.784 20.914
H 1.788 47.137 20.290
H 3.641 41.994 23.059
C 5.271 35.388 21.999
C 4.321 35.876 22.992
O 4.379 35.553 24.269
C 3.227 36.694 22.439
H 5.867 34.494 22.196
H 6.244 36.084 21.984
H 4.854 35.253 20.932
H 2.524 36.090 21.898
H 3.748 37.435 21.618
H 2.528 37.092 23.248
C 3.351 36.105 30.243
C 3.883 35.110 31.241
O 3.482 35.195 32.358
C 4.922 34.053 30.800
H 3.606 35.693 29.193
H 3.743 37.141 30.347
H 2.248 36.050 30.029
H 5.231 33.457 31.745
H 5.828 34.633 30.468
H 4.537 33.284 30.131
C 7.137 41.010 28.379
C 7.517 42.376 27.671
O 6.676 43.193 27.267
C 8.936 42.838 27.353
H 6.180 40.578 27.894
H 6.819 41.289 29.429
H 8.018 40.455 28.350
H 9.751 42.081 27.798
H 9.002 43.770 27.672
H 9.014 42.888 26.269
C 5.646 38.586 32.009
C 4.724 39.671 31.669
O 4.430 39.860 30.471
C 4.058 40.525 32.710
H 5.840 38.116 31.098
H 5.426 37.935 32.775
H 6.637 39.156 32.357
H 3.294 41.321 32.386
H 4.867 41.282 33.110
H 3.673 39.911 33.307
*
```

***

Record 3
Formula: C23H43BN2O3
Source: the OMol25 dataset
Level of theory: ωB97M-V/def2-TZVPD

- Frontier orbital gap: 5.62 eV

```
! wB97M-V def2-TZVPD RIJCOSX def2/J DEFGRID3
* xyz 0 1
O -0.701 0.389 -6.377
C -1.740 -0.539 -6.187
C -3.078 -0.147 -6.598
C -4.216 -1.051 -6.426
C -3.920 -2.368 -5.862
C -2.566 -2.789 -5.483
C -1.448 -1.871 -5.620
C 0.040 -2.155 -5.269
N 0.299 -3.471 -4.659
C -0.267 -3.615 -3.307
C 0.126 -2.477 -2.285
C 1.679 -2.221 -2.125
B 1.904 -0.598 -1.878
O 2.702 -0.121 -3.058
C 3.906 0.352 -2.432
C 3.314 0.971 -1.059
O 2.586 -0.200 -0.625
H -0.730 1.066 -5.680
H -3.271 0.850 -7.054
H -5.244 -0.762 -6.737
H -4.762 -3.079 -5.718
H -2.395 -3.811 -5.082
H 0.442 -1.278 -4.692
H 0.598 -2.146 -6.253
H 1.319 -3.558 -4.651
H -1.379 -3.733 -3.272
H 0.156 -4.579 -2.891
H -0.340 -2.740 -1.291
H -0.408 -1.541 -2.628
H 2.309 -2.639 -2.949
H 1.980 -2.717 -1.148
H 0.873 0.066 -1.887
H 4.446 1.059 -3.113
H 4.472 -0.547 -2.059
H 2.613 1.779 -1.427
H 4.171 1.304 -0.417
C -2.186 0.940 1.401
C -2.226 1.422 2.847
C -1.315 2.618 3.124
C 0.193 2.423 3.091
N 0.831 1.513 4.137
C 0.839 0.047 3.723
C 1.901 -0.058 2.645
C 2.938 1.008 2.973
C 2.354 1.812 4.124
C 0.346 1.767 5.560
C -0.880 0.968 6.030
C -2.059 1.836 6.465
H -1.171 0.685 1.084
H -2.803 0.048 1.288
H -2.577 1.703 0.726
H -2.008 0.585 3.509
H -3.253 1.718 3.080
H -1.590 3.090 4.069
H -1.545 3.379 2.370
H 0.642 3.406 3.254
H 0.518 2.084 2.106
H 1.113 -0.535 4.606
H -0.142 -0.253 3.368
H 1.471 0.134 1.661
H 2.334 -1.056 2.605
H 3.130 1.642 2.106
H 3.893 0.567 3.260
H 2.513 2.886 4.049
H 2.772 1.451 5.064
H 0.226 2.846 5.666
H 1.167 1.471 6.213
H -0.572 0.408 6.918
H -1.207 0.210 5.322
H -1.729 2.692 7.058
H -2.750 1.253 7.077
H -2.634 2.207 5.618
*
```

***

For reference, max |F| by record: 0.9; 13.9; 3.1 eV/A.